Record 1
Entry from the Open Molecules 2025 dataset: one molecule with the formula C2H4P2S at a distorted geometry (ωB97M-V with the def2-TZVPD basis set).

Bonds (Å) are listed after each position.
Atoms and positions in Å:
1 C 1.08978 -0.02650 0.62987  P2 1.829, H6 1.109, H7 1.031, H8 1.207
2 P 0.22505 -0.63981 -0.86101  C1 1.829, S3 1.935, C4 1.666
3 S 1.46020 -0.98294 -2.30985  P2 1.935
4 C -1.32392 -0.43133 -0.28353  P2 1.666, P5 1.674
5 P -2.65839 0.35911 0.34715  C4 1.674, H9 1.419
6 H 0.98848 1.07815 0.64180  C1 1.109
7 H 2.06106 -0.36729 0.56705  C1 1.031
8 H 0.41569 -0.60322 1.44882  C1 1.207
9 H -2.25796 1.61383 -0.18030  P5 1.419

Summary:
molecular weight: 122.1 g mol⁻¹
SMILES: CP(=S)=C=P
F_max: 4.1 eV/Å
HOMO: -8.541 eV
relative energy (zero: lowest compared OMol25 entry of this formula, charge and spin): 65.45 kcal per mole
orbital gap: 7.75 eV

***

Record 2
Entry from the Open Molecules 2025 dataset: one molecule with the formula C2H4S3 at a distorted geometry (ωB97M-V with the def2-TZVPD basis set).

Bonds (Å) are listed after each position.
Atoms and positions in Å:
1 C 0.34399 0.09539 -0.56062  C2 1.490, S3 1.779, S5 1.649
2 C 0.01186 -0.65624 0.68177  C1 1.490, H6 1.164, H7 1.186, H8 1.114
3 S 1.86587 1.00481 -0.41689  C1 1.779, S4 2.060
4 S 0.54551 2.31288 0.47140  S3 2.060
5 S -0.59575 0.05341 -1.91526  C1 1.649, H9 1.347
6 H 0.02430 -1.80981 0.52863  C2 1.164
7 H -1.13359 -0.43507 0.89710  C2 1.186
8 H 0.70069 -0.64357 1.55672  C2 1.114
9 H -1.76289 0.07820 -1.24285  S5 1.347

Summary:
molecular weight: 124.3 g mol⁻¹
F_max: 4.5 eV/Å
HOMO: -7.743 eV
relative energy (zero: lowest compared OMol25 entry of this formula, charge and spin): 47.11 kcal per mole
orbital gap: 6.58 eV

***

Record 3
Entry from the Open Molecules 2025 dataset: a 2-piece molecular cluster, C2H4S3 overall (ωB97M-V with the def2-TZVPD basis set).

Bonds (Å) are listed after each position.
Atoms and positions in Å:
1 C 4.24578 0.06965 0.03858  S3 1.549, S4 1.548
2 C 0.03099 -0.18508 0.29472  S5 1.816, H6 1.086, H7 1.087, H8 1.087
3 S 4.07832 1.56366 -0.33436  C1 1.549
4 S 4.35144 -1.43057 0.40632  C1 1.548
5 S 0.05266 -0.80688 -1.41187  C2 1.816, H9 1.333
6 H -0.99131 -0.15564 0.65864  C2 1.086
7 H 0.48881 0.80055 0.32708  C2 1.087
8 H 0.61838 -0.88755 0.88028  C2 1.087
9 H -0.61207 0.21618 -1.94858  S5 1.333

Summary:
molecular weight: 124.3 g mol⁻¹
F_max: 0.3 eV/Å
HOMO: -9.041 eV
relative energy (zero: lowest compared OMol25 entry of this formula, charge and spin): 0.00 kcal per mole
orbital gap: 8.96 eV

***

Record 4
Entry from the Open Molecules 2025 dataset: a 2-piece molecular cluster, C2H4Si overall at a distorted geometry (ωB97M-V with the def2-TZVPD basis set).

Bonds (Å) are listed after each position.
Atoms and positions in Å:
1 C 1.45783 -0.71450 -0.20573  C2 1.221, H4 1.071
2 C 2.13012 0.22805 0.18210  C1 1.221, H5 1.054
3 Si -2.04817 -0.17788 0.03655  H6 1.536, H7 1.395
4 H 0.87425 -1.58719 -0.41874  C1 1.071
5 H 2.68991 1.10204 0.36825  C2 1.054
6 H -1.88465 1.17525 0.74390  Si3 1.536
7 H -3.21928 -0.02578 -0.70632  Si3 1.395

Summary:
molecular weight: 56.1 g mol⁻¹
F_max: 3.0 eV/Å
HOMO: -8.430 eV
relative energy (zero: lowest compared OMol25 entry of this formula, charge and spin): 62.11 kcal per mole
orbital gap: 7.41 eV

***

Record 5
Entry from the Open Molecules 2025 dataset: one molecule with the formula C2H5B at a distorted geometry (ωB97M-V with the def2-TZVPD basis set).

Bonds (Å) are listed after each position.
Atoms and positions in Å:
1 B -0.38130 0.04263 0.11365  C2 1.462, C3 1.861
2 C -1.83411 -0.01755 -0.04295  B1 1.462, H6 0.991, H7 1.073
3 C 1.47721 -0.00873 0.04173  B1 1.861, H4 1.103, H5 0.980, H8 1.013
4 H 1.78766 0.48826 -0.89238  C3 1.103
5 H 1.72800 -0.94633 0.17952  C3 0.980
6 H -2.09806 -0.70759 -0.70299  C2 0.991
7 H -2.52241 0.60503 0.49619  C2 1.073
8 H 1.84300 0.54429 0.80724  C3 1.013

Summary:
molecular weight: 39.9 g mol⁻¹
F_max: 7.4 eV/Å
HOMO (spin up / spin down): -5.565 / -11.166 eV
multiplicity: 3
relative energy (zero: lowest compared OMol25 entry of this formula, charge and spin): 33.60 kcal per mole
orbital gap (spin up / spin down): 6.21 / 9.44 eV

***

Record 6
Entry from the Open Molecules 2025 dataset: one molecule with the formula C2H5BO at a distorted geometry (ωB97M-V with the def2-TZVPD basis set).

Bonds (Å) are listed after each position.
Atoms and positions in Å:
1 B 0.77819 0.61614 0.90951  C2 1.633, H5 1.215, H6 1.180
2 C 0.05898 0.26937 -0.51510  B1 1.633, C3 1.576, H7 1.145, H8 1.165
3 C -0.85199 -1.00279 -0.32882  C2 1.576, O4 1.180, H9 1.106
4 O -1.22954 -1.44101 0.69924  C3 1.180
5 H 1.63493 0.11740 1.61154  B1 1.215
6 H 0.54935 1.74862 1.15087  B1 1.180
7 H -0.56245 1.16381 -0.86699  C2 1.145
8 H 0.76374 0.10008 -1.42763  C2 1.165
9 H -1.14120 -1.57162 -1.23262  C3 1.106

Summary:
molecular weight: 55.9 g mol⁻¹
SMILES: BCC=O
F_max: 2.9 eV/Å
HOMO: -9.910 eV
relative energy (zero: lowest compared OMol25 entry of this formula, charge and spin): 70.79 kcal per mole
orbital gap: 10.02 eV

***

Q: What is the F_max in the third record?
A: 0.3 eV/Å

***

Q: Among the records above, which one has the lowest F_max?
A: number 3

***

Q: Which formula does entry 4 have?
A: C2H4Si